Formula: C7H13N
Source: OMol25
Level of theory: wB97M-V/def2-TZVPD

Geometry as ORCA input:
```
! wB97M-V def2-TZVPD RIJCOSX def2/J DEFGRID3
* xyz 0 1
C -0.226 1.445 3.234
C 0.561 0.954 2.035
C 0.382 -0.223 1.469
C 0.994 -0.747 0.185
C 0.019 -0.654 -0.976
C -0.847 -1.831 -1.255
C 0.048 0.429 -1.747
N -0.701 0.617 -2.902
H -1.067 2.066 2.914
H 0.412 2.077 3.861
H -0.663 0.615 3.803
H 1.287 1.685 1.714
H -0.411 -0.872 1.831
H 1.302 -1.781 0.366
H 1.928 -0.234 -0.039
H -0.347 -2.797 -1.330
H -1.483 -1.732 -2.140
H -1.584 -1.988 -0.456
H 0.535 1.358 -1.493
H -1.178 -0.142 -3.349
H -0.437 1.378 -3.498
*
```

Output
Kohn-Sham gap = 8.572 eV
HOMO level = -7.51 eV
SMILES string = C/C=C/C/C(C)=C/N

***

Formula: C10H13O3
Source: OMol25
Level of theory: wB97M-V/def2-TZVPD

Geometry as ORCA input:
```
! wB97M-V def2-TZVPD RIJCOSX def2/J DEFGRID3
* xyz -1 1
C 4.444 0.544 0.835
C 1.257 1.950 -0.636
C 0.252 1.221 0.024
C 2.593 1.644 -0.410
C 2.981 0.822 0.631
C 0.643 0.476 1.139
C 1.971 0.160 1.335
O -0.998 1.272 -0.335
H 0.940 2.702 -1.347
H 3.325 2.200 -0.964
H -0.119 0.153 1.806
H -2.101 0.394 -0.321
H 4.904 1.130 1.658
H 4.983 0.727 -0.097
H 2.317 -0.319 2.250
H 4.587 -0.512 1.163
C -1.921 -2.006 -1.198
C -0.596 -1.864 -0.433
C -3.085 -1.395 -0.492
O -3.007 -0.116 -0.229
O -4.072 -2.073 -0.225
H -1.770 -1.675 -2.234
H -2.191 -3.024 -1.244
H 0.310 -1.730 -1.024
H -0.482 -2.545 0.396
H -0.607 -0.968 0.134
*
```

Output
Kohn-Sham gap = 7.203 eV
HOMO level = -3.75 eV

***

Formula: CH2ClOP
Source: OMol25
Level of theory: wB97M-V/def2-TZVPD

Geometry as ORCA input:
```
! wB97M-V def2-TZVPD RIJCOSX def2/J DEFGRID3
* xyz 0 1
C -0.395 1.805 2.308
O -1.142 1.223 2.947
P -0.207 0.760 0.255
Cl 1.245 1.807 -0.421
H 0.393 -0.473 0.598
H -0.680 0.105 -1.004
*
```

Output
Kohn-Sham gap = 9.568 eV
HOMO level = -9.09 eV

***

Formula: C3H5Cl
Source: OMol25
Level of theory: wB97M-V/def2-TZVPD

Geometry as ORCA input:
```
! wB97M-V def2-TZVPD RIJCOSX def2/J DEFGRID3
* xyz 0 1
C -0.319 0.759 0.427
C -0.444 -0.772 0.157
C 0.571 0.073 -0.518
Cl 2.210 0.138 0.057
H -1.246 1.239 0.061
H 0.089 1.206 1.255
H -0.295 -1.328 1.052
H -1.149 -1.235 -0.425
H 0.583 -0.080 -2.065
*
```

Output
Kohn-Sham gap = 10.628 eV
HOMO level = -9.92 eV

***

Formula: C42H91BrFeN2O6S2Si3
Source: OMol25
Level of theory: wB97M-V/def2-TZVPD

Geometry as ORCA input:
```
! wB97M-V def2-TZVPD RIJCOSX def2/J DEFGRID3
* xyz 0 5
Fe 0.312 0.195 -0.410
C 1.581 2.060 2.367
C 0.394 1.325 2.959
C -0.721 2.320 3.262
C 0.791 0.574 4.224
O -0.044 0.362 1.951
Si -1.099 -0.927 2.056
S -1.419 -1.401 0.067
O -0.505 -2.117 3.014
C 0.486 -3.151 2.819
C -0.210 -4.370 2.233
C 1.029 -3.454 4.203
C 1.611 -2.685 1.903
O -2.403 -0.363 2.880
C -3.509 -1.054 3.489
C -3.842 -2.334 2.728
C -4.682 -0.090 3.428
C -3.139 -1.363 4.932
H 1.944 2.810 3.075
H 1.293 2.564 1.440
H 2.386 1.369 2.131
H -0.383 3.027 4.024
H -1.617 1.808 3.618
H -0.972 2.880 2.355
H 1.162 1.280 4.972
H 1.579 -0.151 4.007
H -0.062 0.033 4.647
H -0.972 -4.741 2.923
H 0.515 -5.170 2.049
H -0.687 -4.106 1.286
H 0.221 -3.778 4.863
H 1.489 -2.558 4.631
H 1.782 -4.245 4.153
H 1.257 -2.542 0.882
H 2.412 -3.428 1.886
H 2.032 -1.733 2.244
H -4.016 -2.115 1.671
H -4.741 -2.794 3.146
H -3.020 -3.053 2.798
H -4.952 0.104 2.386
H -4.410 0.856 3.903
H -5.551 -0.505 3.945
H -2.242 -1.986 4.956
H -3.953 -1.893 5.435
H -2.936 -0.436 5.476
N -0.699 2.085 -0.332
C -1.709 2.645 -0.320
N -2.904 3.178 -0.245
C -3.469 3.930 -1.384
C -4.782 3.294 -1.817
C -5.709 2.997 -0.607
C -5.121 3.497 0.717
C -3.740 2.915 0.955
H -2.744 3.918 -2.192
H -3.610 4.969 -1.089
H -4.557 2.369 -2.350
H -5.264 3.964 -2.530
H -5.867 1.919 -0.524
H -6.691 3.443 -0.763
H -5.756 3.204 1.553
H -5.074 4.589 0.726
H -3.806 1.836 1.108
H -3.269 3.347 1.837
C 6.995 -2.290 -1.260
C 5.840 -1.670 -2.036
C 6.297 -1.282 -3.431
C 4.660 -2.634 -2.109
O 5.458 -0.433 -1.398
Si 4.565 -0.131 -0.058
S 2.541 -0.090 -0.566
O 4.890 -1.294 1.047
C 5.456 -1.327 2.375
C 6.904 -0.851 2.333
C 4.635 -0.468 3.323
C 5.392 -2.783 2.800
O 5.060 1.304 0.549
C 5.436 2.550 -0.069
C 5.344 3.588 1.034
C 6.867 2.437 -0.581
C 4.486 2.900 -1.210
H 7.297 -3.236 -1.720
H 6.692 -2.483 -0.229
H 7.854 -1.612 -1.255
H 6.758 -2.137 -3.936
H 7.030 -0.474 -3.368
H 5.450 -0.937 -4.025
H 4.936 -3.514 -2.699
H 3.801 -2.146 -2.577
H 4.358 -2.963 -1.109
H 6.956 0.186 1.993
H 7.489 -1.473 1.651
H 7.349 -0.917 3.331
H 4.659 0.580 3.012
H 5.028 -0.543 4.341
H 3.599 -0.811 3.323
H 5.973 -3.403 2.112
H 4.355 -3.130 2.790
H 5.796 -2.905 3.810
H 5.991 3.306 1.868
H 4.315 3.657 1.398
H 5.655 4.570 0.665
H 7.544 2.195 0.245
H 7.186 3.383 -1.028
H 6.939 1.647 -1.332
H 3.453 2.933 -0.853
H 4.542 2.152 -2.008
H 4.753 3.876 -1.627
C -1.148 -1.605 -7.113
C -1.407 -1.222 -5.644
C -2.857 -0.727 -5.502
C -1.289 -2.490 -4.776
Si -0.177 0.132 -5.125
Br -0.380 0.186 -2.851
C 1.638 -0.295 -5.426
C 2.001 0.033 -6.888
C 1.880 -1.790 -5.179
C 2.586 0.463 -4.475
C -0.692 1.896 -5.636
C 0.430 2.905 -5.341
C -1.933 2.400 -4.870
C -0.998 1.921 -7.145
H -1.895 -2.347 -7.423
H -0.162 -2.058 -7.255
H -1.228 -0.754 -7.797
H -3.532 -1.565 -5.717
H -3.098 0.073 -6.206
H -3.077 -0.381 -4.486
H -2.054 -3.204 -5.113
H -1.470 -2.289 -3.717
H -0.322 -2.982 -4.866
H 1.359 -0.482 -7.613
H 3.032 -0.292 -7.074
H 1.955 1.105 -7.101
H 1.369 -2.425 -5.907
H 1.579 -2.095 -4.171
H 2.953 -1.984 -5.275
H 2.488 1.546 -4.530
H 3.618 0.216 -4.755
H 2.449 0.165 -3.430
H 0.707 2.910 -4.281
H 0.067 3.910 -5.596
H 1.329 2.724 -5.931
H -1.761 2.419 -3.790
H -2.827 1.805 -5.056
H -2.144 3.427 -5.201
H -0.148 1.594 -7.754
H -1.240 2.949 -7.442
H -1.857 1.297 -7.406
*
```

Output
Kohn-Sham gap (spin up / spin down) = 8.144 / 8.355 eV
HOMO level (spin up / spin down) = -7.71 / -7.93 eV
<S²> = 6.01

***

Formula: C12H19CaClKNO5P3S
Source: OMol25
Level of theory: wB97M-V/def2-TZVPD

Geometry as ORCA input:
```
! wB97M-V def2-TZVPD RIJCOSX def2/J DEFGRID3
* xyz 1 1
C 0.189 0.530 0.085
P 0.574 -0.774 -1.098
C 1.722 -0.157 -2.375
P -1.215 -1.387 -2.107
P -1.529 -3.266 -1.001
S -0.560 -4.723 -1.807
C -2.591 -0.278 -1.665
C -2.708 0.819 -2.499
C -3.725 1.745 -2.341
C -4.595 1.526 -1.295
C -4.388 0.428 -0.470
N -3.412 -0.472 -0.647
H 0.949 0.391 0.893
H -0.781 0.366 0.550
H 0.295 1.544 -0.301
H 2.466 -0.930 -2.568
H 1.245 0.099 -3.325
H 2.240 0.722 -1.987
H -2.911 -3.537 -1.017
H -1.205 -2.990 0.332
H -1.948 0.883 -3.254
H -3.841 2.609 -2.985
H -5.412 2.204 -1.093
H -5.033 0.297 0.395
Cl 1.046 0.759 2.898
K -4.372 -4.164 -1.909
Ca -1.868 0.734 -5.116
O 7.419 1.345 1.085
C 6.328 0.910 1.289
O 5.378 0.873 0.313
C 4.132 0.402 0.851
C 4.500 -0.389 2.098
C 5.744 0.357 2.579
H 3.501 1.262 1.086
H 3.639 -0.208 0.092
H 3.687 -0.432 2.818
H 4.769 -1.410 1.823
H 5.494 1.200 3.226
H 6.471 -0.275 3.079
C -4.078 0.914 3.414
O -3.211 1.738 3.037
O -4.133 -0.243 2.584
O -4.870 0.984 4.337
H -3.402 -0.003 1.997
*
```

Output
Kohn-Sham gap = 1.768 eV
HOMO level = -9.17 eV

***

Formula: C22H33Cl5GdN6OSi
Source: OMol25
Level of theory: wB97M-V/def2-TZVPD

Geometry as ORCA input:
```
! wB97M-V def2-TZVPD RIJCOSX def2/J DEFGRID3
* xyz 1 8
Gd -0.400 -0.410 -0.560
Cl -3.009 3.198 2.087
C -2.862 1.556 2.600
C -3.450 1.168 3.823
C -3.368 -0.125 4.251
Cl -4.097 -0.584 5.753
C -2.696 -1.106 3.474
C -2.596 -2.468 3.821
C -1.949 -3.333 2.981
C -1.388 -2.837 1.794
N -1.450 -1.569 1.439
C -2.102 -0.697 2.262
C -2.176 0.661 1.807
O -1.627 0.960 0.660
H -3.970 1.909 4.412
H -3.040 -2.813 4.744
H -1.861 -4.385 3.211
H -0.871 -3.510 1.117
C 1.023 1.568 -2.867
N -0.308 1.526 -2.247
C -0.574 2.814 -1.584
C -1.326 1.216 -3.268
C -2.697 0.952 -2.672
N -2.735 -0.285 -1.870
C -2.897 -1.453 -2.745
C -3.878 -0.242 -0.945
H 1.083 2.362 -3.620
H 1.248 0.614 -3.350
H 1.773 1.757 -2.099
H -0.630 3.622 -2.324
H 0.244 3.030 -0.898
H -1.486 2.772 -0.997
H -0.976 0.341 -3.823
H -1.382 2.038 -3.994
H -3.441 0.905 -3.478
H -2.994 1.779 -2.027
H -3.875 -1.439 -3.241
H -2.820 -2.371 -2.162
H -2.124 -1.480 -3.511
H -4.823 -0.206 -1.499
H -3.799 0.630 -0.301
H -3.880 -1.140 -0.326
C 5.166 -1.436 0.474
C 4.116 -1.768 -0.567
N 2.822 -1.268 -0.121
C 2.714 -0.053 0.504
N 1.491 0.379 0.737
C 1.387 1.600 1.542
C 2.427 2.617 1.094
C 3.805 2.011 1.255
N 3.837 0.626 0.786
C 5.184 0.069 0.654
H 6.155 -1.773 0.165
H 4.923 -1.936 1.414
H 4.013 -2.838 -0.735
H 4.366 -1.315 -1.530
H 2.172 -1.964 0.213
H 1.532 1.362 2.602
H 0.375 1.993 1.445
H 2.368 3.540 1.671
H 2.246 2.878 0.048
H 4.108 2.021 2.306
H 4.557 2.571 0.693
H 5.745 0.354 1.547
H 5.671 0.548 -0.202
Cl 1.076 -4.111 -0.734
Si 0.419 -2.790 -2.245
Cl -0.622 -3.995 -3.552
Cl 2.136 -2.248 -3.289
*
```

Output
Kohn-Sham gap (spin up / spin down) = 5.962 / 7.619 eV
HOMO level (spin up / spin down) = -10.32 / -10.34 eV
<S²> = 16.00

***

Formula: C4H11N2O
Source: OMol25
Level of theory: wB97M-V/def2-TZVPD

Geometry as ORCA input:
```
! wB97M-V def2-TZVPD RIJCOSX def2/J DEFGRID3
* xyz -1 1
C 0.953 -0.840 0.079
C 0.783 0.186 1.218
C -0.385 1.237 1.059
N -1.561 0.544 1.416
N -0.270 -1.258 -0.439
C -0.583 -0.653 -1.877
O 0.290 -1.021 -2.785
H 1.537 -1.721 0.383
H 1.401 -0.330 -0.917
H 0.414 -0.357 2.080
H 1.747 0.689 1.427
H -0.276 1.614 0.012
H -0.045 2.086 1.688
H -2.464 0.989 1.313
H 1.762 0.461 -1.102
H -1.047 -0.993 0.204
H -0.678 0.442 -1.681
H -1.578 -1.074 -2.078
*
```

Output
Kohn-Sham gap = 4.544 eV
HOMO level = -2.35 eV

***

Formula: C8H11BO4
Source: OMol25
Level of theory: wB97M-V/def2-TZVPD

Geometry as ORCA input:
```
! wB97M-V def2-TZVPD RIJCOSX def2/J DEFGRID3
* xyz 0 1
B -1.605 0.698 0.084
C 3.662 -0.657 -1.013
C 3.124 -1.520 -0.073
C 3.148 0.623 -1.136
C 2.081 -1.111 0.736
C 2.106 1.034 -0.324
C 1.558 0.175 0.623
C 0.417 0.605 1.494
C -4.336 -0.456 -0.789
O -1.350 1.812 -0.617
O -4.240 -1.777 -0.441
O -5.259 0.325 -0.147
O -0.854 0.098 1.013
H 4.477 -0.976 -1.645
H 3.526 -2.518 0.034
H 3.561 1.305 -1.864
H 1.663 -1.787 1.467
H 1.732 2.045 -0.417
H 0.519 0.196 2.502
H 0.365 1.698 1.554
H -4.351 -0.310 -1.856
H -0.496 2.248 -0.498
H -4.166 -1.870 0.518
H -5.280 0.123 0.795
*
```

Output
Kohn-Sham gap (spin up / spin down) = 7.124 / 7.617 eV
HOMO level (spin up / spin down) = -6.84 / -6.95 eV

***

Formula: C4H5NO2
Source: OMol25
Level of theory: wB97M-V/def2-TZVPD

Geometry as ORCA input:
```
! wB97M-V def2-TZVPD RIJCOSX def2/J DEFGRID3
* xyz 0 1
H 0.322 -2.135 -0.813
N 0.769 -1.330 -0.368
C -0.044 -0.364 -0.248
C -1.500 -0.373 -0.658
C 0.494 0.893 0.374
O 1.922 1.209 0.033
C 1.641 0.843 1.271
O 2.188 0.663 2.309
H -1.587 -0.635 -1.717
H -2.052 -1.121 -0.080
H -1.987 0.595 -0.511
H -0.137 1.780 0.356
*
```

Output
Kohn-Sham gap = 10.837 eV
HOMO level = -10.33 eV
SMILES string = [H]/N=C(\C)[C@@H]1OC1=O

***

Formula: C24H68O10
Source: OMol25
Level of theory: wB97M-V/def2-TZVPD

Geometry as ORCA input:
```
! wB97M-V def2-TZVPD RIJCOSX def2/J DEFGRID3
* xyz 0 1
C -18.398 -15.116 -0.718
C -17.824 -14.097 -1.688
C -18.182 -14.327 -3.075
O -18.206 -12.820 -1.169
H -19.501 -14.996 -0.720
H -18.066 -14.912 0.278
H -17.963 -16.088 -0.936
H -16.751 -14.100 -1.601
H -19.250 -14.439 -3.193
H -17.737 -15.328 -3.360
H -17.852 -13.642 -3.857
H -18.179 -12.176 -1.947
C -17.438 -11.949 -5.663
C -18.144 -11.053 -4.626
C -19.598 -11.479 -4.585
O -17.523 -11.149 -3.356
H -16.346 -11.762 -5.624
H -17.815 -11.676 -6.627
H -17.628 -13.006 -5.496
H -18.205 -9.950 -4.915
H -19.697 -12.500 -4.229
H -20.085 -11.330 -5.532
H -20.160 -10.860 -3.888
H -17.524 -10.199 -3.081
C -14.009 -14.648 6.040
C -13.256 -15.270 4.933
C -13.600 -16.746 4.782
O -13.515 -14.647 3.675
H -15.082 -14.427 5.820
H -13.498 -13.728 6.352
H -13.957 -15.380 6.893
H -12.198 -15.188 5.154
H -14.598 -16.903 4.375
H -13.606 -17.300 5.667
H -12.921 -17.173 3.999
H -13.398 -13.714 3.751
C -20.528 -13.233 1.566
C -21.784 -14.052 1.108
C -21.510 -15.539 1.372
O -22.959 -13.828 1.924
H -19.681 -13.640 0.928
H -20.226 -13.481 2.590
H -20.654 -12.174 1.519
H -21.923 -13.768 0.055
H -22.410 -16.160 1.374
H -21.138 -15.572 2.430
H -20.729 -15.963 0.804
H -22.970 -12.901 2.041
C -15.448 -16.494 1.298
C -14.165 -16.833 0.584
C -14.401 -17.025 -0.914
O -13.224 -15.721 0.645
H -16.147 -17.351 1.276
H -15.916 -15.719 0.738
H -15.272 -16.254 2.334
H -13.619 -17.656 1.023
H -15.111 -17.829 -1.155
H -13.423 -17.155 -1.385
H -14.804 -16.119 -1.410
H -13.295 -15.250 1.517
C -16.066 -9.719 6.909
C -16.686 -10.178 8.182
C -18.163 -9.940 8.402
O -16.249 -11.537 8.398
H -16.600 -10.085 5.954
H -15.023 -10.046 6.851
H -16.048 -8.624 6.705
H -16.189 -9.618 9.002
H -18.365 -8.902 8.702
H -18.566 -10.656 9.161
H -18.779 -10.103 7.508
H -16.699 -12.152 7.745
C -18.398 -14.791 4.839
C -18.421 -13.386 5.564
C -19.629 -12.572 5.195
O -18.246 -13.460 6.951
H -17.560 -15.400 5.011
H -18.360 -14.626 3.758
H -19.303 -15.221 5.137
H -17.557 -12.763 5.144
H -19.710 -11.638 5.813
H -20.612 -13.107 5.307
H -19.671 -12.209 4.188
H -18.478 -14.325 7.289
C -15.375 -12.646 0.903
C -16.357 -12.362 2.038
C -15.950 -11.305 3.033
O -17.604 -11.826 1.489
H -14.501 -13.016 1.416
H -15.202 -11.716 0.344
H -15.857 -13.329 0.194
H -16.400 -13.371 2.496
H -15.353 -11.725 3.864
H -16.805 -10.813 3.466
H -15.417 -10.478 2.522
H -17.863 -12.314 0.708
O -17.548 -8.611 -2.444
H -18.109 -8.788 -1.610
H -16.832 -8.053 -2.069
O -19.029 -9.428 0.394
H -19.777 -9.112 0.945
H -18.633 -10.171 0.961
*
```

Output
Kohn-Sham gap = 10.282 eV
HOMO level = -9.89 eV
SMILES string = CC(C)O.CC(C)O.CC(C)O.CC(C)O.CC(C)O.CC(C)O.CC(C)O.CC(C)O.O.O

***

Formula: CH3N2O2S
Source: OMol25
Level of theory: wB97M-V/def2-TZVPD

Geometry as ORCA input:
```
! wB97M-V def2-TZVPD RIJCOSX def2/J DEFGRID3
* xyz -1 1
N 1.125 -1.374 1.192
N 1.080 -0.142 0.459
C 0.270 0.643 -0.129
S -1.411 -0.074 -0.755
O -2.505 0.332 0.211
O -1.399 0.774 -2.006
H 0.143 -1.742 1.222
H 2.166 0.104 0.607
H 0.531 1.479 -0.802
*
```

Output
Kohn-Sham gap = 7.741 eV
HOMO level = -3.65 eV
SMILES string = [NH-]NC=S(=O)=O